[1]
Formula: C15H36BN4O3PSi2
Source: OMol25
Level of theory: ωB97M-V/def2-TZVPD

Structure (XYZ):
```
62
Properties=species:S:1:pos:R:3:forces:R:3:lowdin_charge:R:1
C -4.8150 -1.5563 0.5000 -1.3 0.3 -0.9 -0.13
N -3.6774 -0.7463 1.0705 1.8 -1.0 0.2 -0.19
C -3.3642 -1.0678 2.5071 -1.2 -0.1 1.4 -0.15
B -2.4644 -0.6814 0.1724 -3.9 2.6 -0.9 -0.56
O -2.5703 0.2926 -0.9730 0.8 -0.4 2.3 -0.05
Si -0.8458 -1.7192 0.2837 1.0 -2.0 -1.0 0.41
O -0.9722 -3.3734 -0.3111 -1.4 1.2 2.6 -0.51
Si -2.0075 -4.3761 0.6810 1.4 -0.6 -1.5 0.56
P 0.1776 -1.5804 2.2727 1.5 -0.1 1.7 0.72
C 0.1709 0.3068 2.7601 -1.6 0.9 -0.3 -0.34
O -0.6690 -2.5213 3.4771 0.7 1.6 0.2 -0.46
H -5.5236 -2.0034 1.3499 1.8 1.0 -1.8 0.12
H -4.4006 -2.4188 -0.1758 -1.1 1.4 1.3 0.07
H -5.4942 -0.8702 -0.1959 1.5 -1.5 1.7 0.08
H -4.3475 -0.8049 3.1312 2.1 -0.5 -1.2 0.11
H -2.5227 -0.3762 2.9582 -1.6 -1.5 -1.2 0.08
H -3.1546 -2.2058 2.7216 -0.1 2.2 -0.4 0.07
H -2.4432 1.2298 -0.6421 -0.6 -1.6 -0.5 0.10
H 0.1246 -1.0623 -0.6334 0.2 -0.1 0.3 -0.01
H -3.2189 -3.7402 1.1759 0.0 0.5 0.1 -0.07
H -1.2756 -5.0373 1.7919 0.0 0.4 -0.1 -0.06
H -2.4602 -5.4946 -0.1860 0.1 0.2 -0.1 -0.07
H -0.4919 0.8863 1.9574 1.4 -0.9 1.7 0.04
H 1.2411 0.7822 2.7476 -2.3 -1.3 0.2 -0.02
H -0.3974 0.4558 3.7906 1.3 -0.4 -2.1 0.06
H -0.2416 -2.3541 4.3680 -0.6 -0.3 -1.7 0.06
C 2.1926 2.3617 -1.4735 -0.1 0.0 -0.1 -0.11
C 3.5833 1.7573 -1.3071 -0.1 0.5 -0.2 -0.28
C 3.6350 0.6708 -0.2311 -0.2 0.7 0.8 -0.18
C 3.2400 1.2603 1.1131 -2.0 3.0 7.6 -0.14
N 2.9123 1.7493 2.2283 2.9 -3.7 -9.0 0.11
H 1.8574 2.8624 -0.5598 0.1 -0.1 -0.1 0.07
H 2.1972 3.1115 -2.2711 0.0 -0.1 0.1 0.07
H 1.4584 1.5908 -1.7341 0.0 0.1 0.0 0.07
H 4.2910 2.5585 -1.0611 -0.1 -0.3 0.0 0.06
H 3.9016 1.3291 -2.2639 0.0 -0.1 0.2 0.11
H 4.6478 0.2604 -0.1601 -0.2 0.1 0.2 0.11
H 2.9528 -0.1494 -0.4795 0.0 0.1 0.2 0.11
C -7.2663 -0.2496 -5.1672 -0.1 0.0 -0.1 -0.12
C -6.0566 0.3091 -4.4248 -0.3 0.2 -0.2 -0.28
C -5.2245 -0.7773 -3.7406 -0.7 -0.3 0.8 -0.18
C -6.0777 -1.5094 -2.7176 -4.6 -4.3 5.7 -0.16
N -6.7854 -2.1169 -1.8690 5.5 4.8 -6.9 0.12
H -7.9657 -0.7444 -4.4859 0.1 0.0 -0.1 0.07
H -7.8138 0.5581 -5.6635 0.1 -0.1 0.0 0.07
H -6.9583 -0.9727 -5.9310 -0.1 0.1 0.1 0.08
H -6.4023 1.0370 -3.6806 0.2 -0.1 -0.1 0.11
H -5.4228 0.8514 -5.1352 0.0 -0.1 0.2 0.11
H -4.3632 -0.3281 -3.2349 -0.1 -0.2 0.1 0.10
H -4.8491 -1.4957 -4.4773 -0.1 0.0 0.2 0.12
C 7.6559 1.7637 3.1698 0.0 0.0 0.1 -0.11
C 8.2675 1.4851 1.8005 -0.1 -0.3 0.3 -0.28
C 8.3012 2.7223 0.9010 -1.1 0.1 -0.1 -0.19
C 6.8859 3.2238 0.6646 -7.8 3.0 -1.5 -0.13
N 5.7118 3.6399 0.4685 9.4 -3.3 1.6 0.13
H 6.6094 2.0747 3.0895 0.1 0.0 0.0 0.07
H 7.6790 0.8601 3.7873 0.0 0.2 -0.1 0.07
H 8.2105 2.5500 3.6947 -0.1 -0.1 0.0 0.08
H 7.6960 0.6859 1.3128 0.1 0.1 0.0 0.11
H 9.2891 1.1134 1.9365 -0.1 0.1 -0.2 0.11
H 8.7602 2.4743 -0.0618 -0.2 0.2 0.1 0.11
H 8.8933 3.5189 1.3643 -0.2 0.0 -0.1 0.12
```
Positions in Å, forces in eV/Å.

Summary:
spin multiplicity = 1
calculated total energy = -1982.98245 Ha

[2]
Formula: C15H36Cl2O6PSY
Source: OMol25
Level of theory: ωB97M-V/def2-TZVPD

Structure (XYZ):
```
62
Properties=species:S:1:pos:R:3:forces:R:3:lowdin_charge:R:1
Y -0.6879 0.0478 -1.4176 0.0 0.1 -0.5 1.41
Cl -3.6008 0.1460 -1.8038 0.1 0.0 0.0 0.61
C -3.7320 -1.3706 -0.8768 0.0 0.0 0.0 -0.85
Cl -2.3068 -2.3831 -1.2327 0.0 0.0 0.0 0.64
H -4.6208 -1.9010 -1.1957 0.0 0.0 0.0 0.06
H -3.7166 -1.1271 0.1793 0.0 0.0 0.0 0.05
C -0.4356 0.5272 4.0525 0.0 0.0 0.0 -0.01
C 0.6497 1.1229 3.1754 0.0 0.1 0.1 -0.58
C 0.2270 2.4523 2.5751 0.0 0.0 0.0 -0.02
C 1.9714 1.2329 3.9071 0.0 0.0 0.0 -0.01
O 0.9422 0.2091 2.0317 0.0 0.0 -0.1 -0.14
P -0.0360 -0.6524 1.1942 0.0 0.1 -0.1 0.26
O 0.6925 -1.0260 -0.1143 0.0 0.0 0.1 -0.37
O -1.2507 0.1630 0.6792 0.0 0.0 0.0 -0.39
O -0.5736 -1.8672 1.9811 -0.1 0.0 0.0 -0.14
C 0.1636 -3.1022 2.4163 0.0 -0.1 0.0 -0.57
C -0.6443 -3.6161 3.5883 0.0 0.0 0.0 -0.01
C 0.1322 -4.0592 1.2396 0.0 0.0 0.0 -0.02
C 1.5823 -2.7437 2.8155 0.0 0.0 0.0 -0.02
H -0.6113 1.1890 4.9000 0.0 0.0 0.0 0.11
H -0.1353 -0.4453 4.4420 0.0 0.0 0.0 0.08
H -1.3754 0.4205 3.5079 0.0 0.0 0.0 0.09
H 0.0722 3.1803 3.3711 0.0 0.0 0.0 0.10
H -0.7061 2.3454 2.0210 0.0 0.0 0.0 0.08
H 1.0088 2.8326 1.9151 0.0 0.0 0.0 0.09
H 1.8705 1.9285 4.7399 0.0 0.0 0.0 0.10
H 2.7502 1.6020 3.2403 0.0 0.0 0.0 0.10
H 2.2780 0.2658 4.3043 0.0 0.0 0.0 0.09
H -1.6746 -3.8090 3.2915 0.0 0.0 0.0 0.10
H -0.6407 -2.8993 4.4088 0.0 0.0 0.0 0.09
H -0.2079 -4.5486 3.9460 0.0 0.0 0.0 0.11
H -0.8966 -4.2816 0.9551 0.0 0.0 0.0 0.08
H 0.6166 -4.9947 1.5179 0.0 0.0 0.0 0.10
H 0.6675 -3.6376 0.3878 0.0 0.0 0.0 0.08
H 1.5929 -2.0226 3.6324 0.0 0.0 0.0 0.08
H 2.1447 -2.3395 1.9720 0.0 0.0 0.0 0.09
H 2.0900 -3.6456 3.1560 0.0 0.0 0.0 0.11
C -0.1945 -1.7633 -4.1555 0.0 0.0 0.0 -0.07
C 1.0629 -0.9313 -4.1891 0.0 0.0 0.0 -0.21
O 1.0674 -0.0792 -3.0261 -0.1 0.0 0.2 -0.32
C 2.2853 0.6942 -2.8958 0.0 0.0 0.0 -0.21
C 2.3083 1.3916 -1.5551 0.0 0.1 0.0 -0.06
H -0.2683 -2.3762 -5.0528 0.0 0.0 0.0 0.11
H -1.0975 -1.1375 -4.1429 0.0 0.0 0.0 0.07
H -0.1926 -2.4491 -3.3043 0.0 0.0 0.0 0.07
H 1.1110 -0.3032 -5.0811 0.0 0.0 0.0 0.14
H 1.9509 -1.5644 -4.1579 0.0 0.0 0.0 0.14
H 2.3228 1.4026 -3.7262 0.0 0.0 0.0 0.13
H 3.1305 0.0102 -2.9844 0.0 0.0 0.0 0.14
H 1.3800 1.9486 -1.3653 0.0 0.0 0.0 0.05
H 3.0970 2.1437 -1.5547 0.0 0.0 0.0 0.11
H 2.4889 0.7008 -0.7340 0.0 0.0 0.0 0.08
C -1.7984 3.5495 -4.3660 0.0 0.0 0.0 -0.22
S -0.5954 3.3222 -3.0706 -0.1 0.1 0.0 0.95
C -1.0739 4.6556 -1.9888 0.0 0.0 0.0 -0.21
O -1.0702 2.0518 -2.3385 0.0 -0.2 0.2 -0.70
H -2.8004 3.5466 -3.9401 0.0 0.0 0.0 0.08
H -1.6730 2.7400 -5.0822 0.0 0.0 0.0 0.07
H -1.5872 4.5006 -4.8556 0.0 0.0 0.0 0.08
H -0.8550 5.5943 -2.4983 0.0 0.0 0.0 0.08
H -0.4648 4.5825 -1.0896 0.0 0.0 0.0 0.07
H -2.1328 4.5768 -1.7490 0.0 0.0 0.0 0.08
```
Positions in Å, forces in eV/Å.

Summary:
spin multiplicity = 1
charge = +2
energy relative to the best compared isomer or geometry (same formula, charge and spin) = 0.8 kcal per mole

[3]
Formula: C15H36ClNO2S
Source: OMol25
Level of theory: ωB97M-V/def2-TZVPD

Structure (XYZ):
```
56
Properties=species:S:1:pos:R:3:forces:R:3:lowdin_charge:R:1
C 2.4279 3.5162 -4.7100 -11.8 -14.3 -6.6 -0.04
C 2.3259 2.3104 -3.8447 -3.6 -1.5 0.7 -0.26
C 1.8667 2.5988 -2.4247 -0.1 -1.4 1.2 -0.14
C 1.7562 1.2162 -1.5982 -2.3 5.0 0.3 -0.04
N 1.3109 1.3117 -0.1027 3.9 -0.6 -3.1 -0.19
C 0.0219 1.8852 -0.0597 -5.8 1.3 2.7 -0.17
C -0.1534 2.6651 1.3370 2.5 -2.2 0.9 -0.07
C 1.3659 3.2414 1.3090 -3.0 0.0 0.4 -0.13
C 2.2386 2.2574 0.6087 0.0 -0.3 3.2 -0.12
C 1.3164 -0.1009 0.3913 -1.8 -3.3 -4.0 -0.16
C 2.6127 -0.9148 0.4322 -3.0 -3.7 -1.1 -0.17
C 2.2243 -2.3736 1.1685 5.5 3.4 3.1 -0.04
H 2.9060 3.1546 -5.5042 2.2 -0.6 -3.6 0.05
H 2.7206 4.2266 -4.3916 7.4 16.0 7.7 -0.09
H 1.3240 3.8419 -5.1552 2.5 -1.0 1.2 0.17
H 3.1707 1.7279 -3.7969 3.0 -0.6 0.3 0.08
H 1.7098 1.4420 -4.2578 -0.2 1.6 -0.1 0.14
H 0.9859 3.2817 -2.3466 0.6 -0.9 -0.1 0.13
H 2.7069 3.0766 -2.0196 1.0 1.3 0.9 0.08
H 2.5397 0.6093 -1.7912 2.8 -1.8 0.2 0.09
H 0.9236 0.8130 -2.0064 -2.5 -1.9 -1.3 0.09
H -0.8303 1.1829 -0.0105 0.9 -0.7 -0.1 0.09
H -0.3148 2.5018 -0.8699 1.0 0.6 -0.6 0.12
H -0.4634 1.9530 2.1664 1.2 0.0 -1.1 0.08
H -0.9110 3.3920 1.6142 0.0 0.7 -1.5 0.11
H 1.7833 3.5572 2.2432 0.1 0.3 0.5 0.11
H 1.0748 4.0454 0.6921 0.8 1.6 -0.7 0.09
H 2.8564 1.8911 1.4370 -0.8 -1.7 0.0 0.14
H 3.0828 2.6793 0.1509 0.4 0.7 -2.4 0.11
H 0.4364 -0.8043 -0.2604 2.5 2.5 1.4 0.21
H 0.7773 -0.0660 1.2584 -0.9 -0.1 2.9 0.03
H 3.3555 -0.2972 0.7400 2.5 1.3 2.1 0.05
H 3.0769 -1.4303 -0.4933 -1.4 1.5 0.6 0.13
H 3.3230 -2.7464 1.3256 -2.2 0.0 -0.3 0.10
H 1.7473 -2.8993 0.4794 -1.9 -2.4 -3.1 0.00
H 1.7051 -2.5060 2.1336 0.2 1.0 -0.4 0.08
Cl -1.8539 -0.5952 1.8486 0.6 1.5 -0.8 -0.05
C -1.1890 -4.5179 4.0974 3.5 4.6 -1.4 -0.09
C -1.8746 -3.9192 2.8403 4.9 5.9 3.1 -0.30
O -2.6279 -2.7890 3.3094 -1.0 -1.9 0.7 -0.22
H -0.4450 -5.1590 3.7034 1.5 -0.6 -0.3 0.03
H -1.7325 -5.1690 4.6236 -2.7 -1.8 2.5 0.00
H -0.6002 -3.6162 4.8093 -2.0 -2.8 -2.2 0.16
H -2.5370 -4.5023 2.4418 -3.4 -3.9 -2.6 0.03
H -1.0462 -3.5573 2.0726 -1.7 -0.8 1.3 0.13
H -2.3472 -1.9334 2.9820 0.5 0.3 -0.5 -0.21
C -5.0068 -2.1719 0.3626 0.8 5.6 -1.7 -0.26
S -3.4905 -2.1523 -0.6268 -0.7 -2.1 -3.7 0.80
O -3.6356 -3.1630 -1.8368 0.3 1.9 2.4 -0.63
C -3.6623 -0.4877 -1.4436 -9.3 -1.0 3.5 -0.26
H -5.9116 -1.8050 -0.2006 0.9 -0.9 0.5 0.08
H -4.6415 -1.3105 1.0221 -0.9 -0.9 -0.3 0.04
H -5.0846 -2.9626 0.9839 -0.3 -2.9 1.5 0.00
H -3.9460 0.2451 -0.6272 0.7 -0.7 -1.0 0.06
H -4.4943 -0.3924 -2.3038 1.4 -0.9 2.1 0.11
H -2.8736 -0.2810 -1.9022 7.2 1.7 -3.4 -0.09
```
Positions in Å, forces in eV/Å.

Summary:
spin multiplicity = 1
calculated total energy = -1656.30537 Ha

[4]
Formula: C15H36O6
Source: OMol25
Level of theory: ωB97M-V/def2-TZVPD

Structure (XYZ):
```
57
Properties=species:S:1:pos:R:3:forces:R:3:lowdin_charge:R:1
C -22.4065 15.5757 -6.9149 0.3 -0.1 -1.1 -0.19
C -22.5270 15.3131 -5.4801 3.0 0.4 2.2 -0.23
C -23.9684 15.3740 -5.1644 0.2 0.9 -1.5 -0.17
O -24.4206 14.6538 -6.3112 -2.6 -1.5 -0.2 -0.15
C -23.5218 14.6667 -7.4134 0.8 1.4 0.6 -0.18
H -21.4398 15.2378 -7.2884 0.1 0.3 -0.1 0.12
H -22.4986 16.6552 -7.0346 -0.3 0.0 -0.7 0.09
H -21.8233 16.0084 -5.0224 -0.4 0.2 0.8 0.12
H -22.0821 14.3340 -5.3025 -0.4 -0.3 0.4 0.13
H -24.3808 16.3712 -5.3180 0.2 0.6 0.4 0.11
H -24.3143 15.0705 -4.1763 0.0 -0.9 -0.4 0.13
H -23.9671 15.0826 -8.3172 -0.4 -0.5 0.0 0.12
H -23.0502 13.6932 -7.5474 -0.5 -0.3 -0.3 0.12
C -23.1055 24.9895 -2.9328 -0.2 0.2 -0.8 -0.14
C -21.7233 24.2211 -2.9667 -1.3 0.7 1.4 -0.15
C -22.1906 22.8417 -3.2990 0.1 -0.8 -1.0 -0.23
O -23.2286 23.0682 -4.2468 -0.5 -0.5 -0.8 -0.18
C -24.0961 24.1331 -3.8230 2.5 0.2 0.8 -0.16
H -22.9724 25.9742 -3.3807 -0.1 0.0 0.0 0.09
H -23.5264 25.1864 -1.9468 0.4 -0.4 0.2 0.10
H -21.3026 24.3638 -1.9713 0.4 -0.3 -0.1 0.11
H -21.0159 24.5535 -3.7264 -0.3 0.3 0.0 0.11
H -22.4996 22.1732 -2.4955 -0.4 0.4 0.6 0.12
H -21.4479 22.2426 -3.8259 0.2 0.1 -0.2 0.12
H -24.9354 23.6601 -3.3130 -0.2 0.6 0.1 0.11
H -24.3391 24.7795 -4.6664 -0.5 -0.7 -0.2 0.11
C -22.7055 19.2624 -8.3302 2.2 -0.1 -3.0 -0.23
C -22.5789 19.7199 -6.9822 1.1 -0.5 4.4 -0.19
C -23.8573 20.4674 -6.6449 0.7 0.5 -0.5 -0.18
O -24.6263 20.2546 -7.7913 -1.9 -1.0 -1.3 -0.18
C -24.1512 19.1560 -8.6115 -0.1 1.1 -0.1 -0.13
H -22.0347 18.4485 -8.6053 -0.4 -0.6 0.3 0.12
H -22.2785 20.0559 -8.9435 -0.3 0.3 -0.4 0.11
H -21.6431 20.2302 -6.7542 -0.1 0.5 -0.3 0.12
H -22.5136 18.8811 -6.2891 -0.1 -0.4 0.1 0.10
H -23.7011 21.5454 -6.6039 0.0 0.0 0.5 0.12
H -24.3986 20.1161 -5.7665 0.3 0.0 0.2 0.13
H -24.3313 19.4563 -9.6437 -0.5 -0.3 0.0 0.11
H -24.5729 18.1697 -8.4174 -0.4 0.1 0.4 0.12
C -22.2081 20.6278 -12.3670 -1.8 -0.3 0.5 -0.04
C -23.7514 20.6855 -12.4675 0.5 2.6 0.6 -0.49
C -24.4633 21.8330 -11.7054 0.8 -1.2 1.2 -0.05
O -24.1214 20.9672 -13.7978 -0.5 -1.2 -1.1 -0.06
H -21.9366 19.8435 -13.0736 0.6 0.1 0.1 0.08
H -22.0073 20.3287 -11.3383 0.6 0.0 -0.1 0.06
H -21.7609 21.5997 -12.5758 0.1 -0.1 -0.1 0.08
H -24.1738 19.7827 -12.0262 -0.1 -0.5 -0.9 0.12
H -24.1217 22.8315 -11.9779 -0.3 -0.1 -0.4 0.08
H -24.2530 21.7262 -10.6412 0.1 0.0 0.4 0.05
H -25.5274 21.6155 -11.7972 0.0 0.7 -0.3 0.09
H -23.4016 21.4274 -14.2356 0.1 -0.1 0.1 0.08
O -26.7998 15.9918 -8.5396 0.1 0.0 -0.3 -0.05
H -27.6617 16.2802 -8.2394 -0.2 0.1 0.0 0.03
H -26.2413 16.0583 -7.7651 0.2 -0.2 0.3 0.00
O -26.3941 22.2134 -8.2069 -0.7 0.7 0.0 -0.06
H -26.0271 21.5074 -7.6747 0.2 -0.4 -0.2 0.00
H -25.6937 22.4421 -8.8180 0.2 -0.1 -0.1 0.01
```
Positions in Å, forces in eV/Å.

Summary:
spin multiplicity = 1
SMILES string = C1CCOC1.C1CCOC1.C1CCOC1.CC(C)O.O.O
energy relative to the best compared isomer or geometry (same formula, charge and spin) = 73.8 kcal per mole